80
Properties=species:S:1:pos:R:3 method="wB97M-V/def2-TZVPD" spin_multiplicity=3 s2=2.01 mol_weight_g_mol=835.81 charge=+2 e_homo_ev="-13.04 / -13.62"
Pt 14.6107 10.8604 9.9502
O 13.3269 9.9789 12.9899
S 13.7052 11.1468 12.1714
C 14.8686 12.2109 12.8670
C 14.5512 13.0525 13.9168
C 15.4474 13.8676 14.5176
C 16.8051 13.8079 14.0585
C 17.1508 12.8455 13.0976
C 16.2456 12.1229 12.4296
P 16.6867 10.9941 10.9678
C 18.0095 11.7276 9.9095
C 17.7684 11.7516 8.5280
C 18.8448 11.9266 7.6671
C 20.0889 12.2182 8.1169
C 20.4184 12.1194 9.4732
C 19.3491 11.7733 10.3429
C 17.2506 9.4256 11.6577
C 16.6452 9.0516 12.8541
C 16.6905 7.7196 13.2751
C 17.3449 6.8301 12.5238
C 18.0528 7.1868 11.4280
C 17.9559 8.5015 10.8951
C 12.1935 12.0260 11.8322
C 11.5252 12.6767 12.9170
C 10.1976 13.1200 12.6786
C 9.6595 13.1371 11.4145
C 10.3234 12.4887 10.4153
C 11.6192 11.9282 10.6008
P 12.3187 10.7294 9.3853
C 11.8351 9.0313 9.8014
C 12.5353 8.0361 9.1069
C 12.1224 6.6746 9.2231
C 11.2054 6.3671 10.1988
C 10.5975 7.3586 10.9706
C 10.8482 8.7290 10.7685
C 11.5865 11.1325 7.7994
C 12.0210 12.2236 7.0554
C 11.2546 12.7058 5.9952
C 10.0691 12.0478 5.6062
C 9.6786 10.9576 6.3505
C 10.4071 10.4367 7.3828
H 13.5343 13.0349 14.4054
H 15.2671 14.5840 15.3084
H 17.6170 14.3678 14.5724
H 18.1265 12.9238 12.6431
H 16.7432 11.7104 8.2044
H 18.6478 11.9361 6.6338
H 20.8847 12.4124 7.4394
H 21.4840 12.1749 9.7294
H 19.5898 11.6821 11.4191
H 16.1790 9.8670 13.4395
H 16.2720 7.4308 14.2343
H 17.4844 5.7989 12.7914
H 18.6718 6.4690 10.8305
H 18.3868 8.8795 9.9538
H 11.9827 12.7696 13.8646
H 9.6397 13.5951 13.4994
H 8.6939 13.7134 11.3074
H 9.9258 12.5328 9.3581
H 13.1890 8.3814 8.3472
H 12.6427 5.9231 8.6812
H 10.9243 5.3455 10.2929
H 9.7637 7.1209 11.6504
H 10.2786 9.4898 11.1882
H 12.8297 12.7704 7.3858
H 11.6560 13.5178 5.4188
H 9.5125 12.5052 4.7807
H 8.8309 10.3519 6.1002
H 10.1177 9.5928 7.9980
C 16.0644 16.0010 9.7469
N 15.3254 15.0009 8.9140
C 14.7850 15.3745 7.5840
C 15.0032 13.9388 9.4663
N 14.4575 13.0202 9.9295
H 15.5849 16.9321 9.6795
H 17.0609 16.1378 9.3299
H 16.1399 15.6376 10.7730
H 14.9154 16.4366 7.4307
H 13.7448 15.2354 7.7027
H 15.1369 14.7674 6.7595

=====

17
Properties=species:S:1:pos:R:3 method="wB97M-V/def2-TZVPD" smiles=CCCN1CC1 e_above_lowest_kj_mol=169.5 mol_weight_g_mol=85.15 charge=0 e_homo_ev=-8.76
C -0.2121 -2.5901 -0.1330
C -0.5632 -1.1737 0.2546
C 0.5044 -0.1867 -0.1894
N 0.0390 1.0542 0.4077
C 0.7318 2.3036 0.4771
C -0.5256 2.1615 -0.3318
H -0.0871 -2.6572 -1.2179
H -0.9886 -3.2780 0.1961
H 0.7401 -2.8686 0.3352
H -1.5152 -0.8368 -0.1809
H -0.6701 -1.0443 1.3396
H 0.6050 -0.1657 -1.2942
H 1.4790 -0.4659 0.2410
H 0.7057 2.7590 1.4655
H 1.7397 2.3412 0.0166
H -1.5499 2.3420 0.0248
H -0.4325 2.3056 -1.4109

=====

105
Properties=species:S:1:pos:R:3 method="wB97M-V/def2-TZVPD" e_above_lowest_kj_mol=91.3 mol_weight_g_mol=1003.59 charge=+1 e_homo_ev=-9.51
Ti 0.0421 1.0769 1.6737
O -0.7291 0.5338 5.4485
C -0.7574 1.7972 6.0742
C -0.4566 2.9926 5.1361
C -0.5419 4.2166 6.0851
O -0.3549 5.4541 5.4375
C 0.9631 2.9817 4.5466
Se 1.6110 1.4156 3.5321
C -1.4903 3.2253 4.0283
Se -1.9722 1.7569 2.7940
H -0.7212 -0.1431 6.1351
H -0.0120 1.8183 6.8779
H -1.7499 1.9506 6.5157
H 0.1792 4.0760 6.9002
H -1.5428 4.2554 6.5190
H 0.5641 5.5459 5.1707
H 1.6907 3.0940 5.3524
H 1.0740 3.8108 3.8476
H -1.1387 4.0200 3.3719
H -2.4386 3.5305 4.4687
C 1.9995 5.7677 -0.5137
N 0.9090 4.9747 -1.0404
C 0.3441 5.0768 -2.2964
C -0.6354 4.1474 -2.3660
N -0.6674 3.4705 -1.1677
B -1.5778 2.2924 -0.7396
N -2.1908 1.6048 -1.9685
C -3.5306 1.7660 -2.2964
C -3.8069 1.0215 -3.3821
N -2.6345 0.3909 -3.7422
C -2.4416 -0.5145 -4.8529
C -1.6492 0.7566 -2.8810
S -0.0727 0.2073 -3.0347
C 0.2674 3.9944 -0.3660
S 0.5964 3.5770 1.2546
H 2.3780 6.4115 -1.3026
H 2.7961 5.1163 -0.1557
H 1.6570 6.3775 0.3215
H 0.6770 5.8037 -3.0151
H -1.3062 3.9149 -3.1737
H -2.4769 2.6908 -0.0623
H -0.8154 1.5161 -0.0631
H -4.1656 2.4076 -1.7115
H -4.7223 0.8885 -3.9305
H -3.3673 -0.5886 -5.4178
H -2.1516 -1.5038 -4.4969
H -1.6418 -0.1495 -5.4967
C 4.3537 0.7974 -2.1318
N 3.5265 0.7339 -0.9390
C 2.3456 1.3008 -0.6769
N 1.9186 0.8923 0.5126
C 2.9179 0.0584 0.9354
N 3.8915 -0.0689 0.0826
C 3.8743 -0.1220 -3.2356
C 4.0567 0.2368 -4.5650
C 3.6032 -0.5855 -5.5861
C 2.9244 -1.7543 -5.2902
C 2.7335 -2.1129 -3.9593
C 3.2391 -1.3152 -2.9379
C 1.8931 -3.2494 -3.6264
N 1.1516 -3.9543 -4.4237
N 0.4337 -4.8186 -3.6444
C 0.7765 -4.5955 -2.4175
O 1.7042 -3.6095 -2.3352
C 0.2261 -5.1658 -1.1986
C -0.8901 -6.0003 -1.2356
C -1.4690 -6.4152 -0.0490
C -0.9593 -5.9944 1.1743
C 0.1677 -5.1858 1.2148
C 0.7108 -4.6326 2.5151
N 0.3571 -3.2209 2.6424
C 0.8955 -2.1571 2.0502
N 0.1798 -1.0782 2.3321
C -0.8272 -1.5630 3.1199
N -0.7483 -2.8520 3.3157
C 0.7645 -4.7898 0.0267
H 5.3537 0.5035 -1.8133
H 4.3890 1.8248 -2.4924
H 1.8865 2.0406 -1.3033
H 2.9427 -0.3912 1.9133
H 4.5497 1.1708 -4.8083
H 3.7529 -0.2918 -6.6162
H 2.5261 -2.3874 -6.0711
H 3.0830 -1.6133 -1.9096
H -1.2887 -6.3036 -2.1943
H -2.3396 -7.0567 -0.0722
H -1.4389 -6.2999 2.0960
H 1.7953 -4.7288 2.5483
H 0.2679 -5.1369 3.3696
H 1.7875 -2.1889 1.4484
H -1.6057 -0.9528 3.5402
H 1.6585 -4.1779 0.0410
C -3.6763 -1.9794 0.1989
C -2.7110 -2.3434 -0.9293
C -1.3907 -1.8257 -0.3749
O -1.7120 -0.7115 0.4817
C -3.1438 -0.6210 0.6194
H -3.5717 -2.6892 1.0227
H -4.7191 -1.9392 -0.1093
H -2.9788 -1.8169 -1.8485
H -2.6689 -3.4120 -1.1324
H -0.6912 -1.4911 -1.1377
H -0.9070 -2.6016 0.2274
H -3.5128 0.1761 -0.0341
H -3.3773 -0.3620 1.6525

=====

79
Properties=species:S:1:pos:R:3 method="wB97M-V/def2-TZVPD" e_above_lowest_kj_mol=24.1 mol_weight_g_mol=480.58 charge=+3 e_homo_ev=-17.36
Ti 0.5215 -0.6044 0.2551
C 2.1350 -2.0052 3.1762
C 1.5218 -0.8025 2.5096
C 2.3755 0.0769 1.7959
C 3.8300 -0.2855 1.6027
C 1.9047 1.3500 1.4067
C 2.8294 2.3251 0.7345
C 0.5858 1.7497 1.7186
C 0.2002 3.1760 1.4593
C -0.3028 0.8300 2.3081
C -1.7294 1.1979 2.6127
C 0.1713 -0.4404 2.7358
C -0.7266 -1.2537 3.6325
H 2.5776 -1.6758 4.1215
H 2.9328 -2.4414 2.5858
H 1.4216 -2.7836 3.4124
H 3.9919 -0.9671 0.7634
H 4.2196 -0.7789 2.4893
H 4.4428 0.5919 1.4331
H 3.3870 2.8760 1.4988
H 2.2944 3.0523 0.1324
H 3.5583 1.8307 0.0991
H 0.2267 3.4058 0.3933
H 0.9286 3.8349 1.9360
H -0.7737 3.4369 1.8552
H -1.8292 1.4472 3.6727
H -2.4049 0.3633 2.4303
H -2.0789 2.0509 2.0431
H -0.9132 -0.6817 4.5447
H -0.2932 -2.1988 3.9299
H -1.7011 -1.4531 3.1890
C -0.0261 -2.9369 0.4951
C 1.2272 -2.8581 -0.1677
C 1.0171 -2.1813 -1.4019
C -0.3610 -1.8418 -1.5073
C -0.9925 -2.2551 -0.3004
C -2.4524 -2.1849 0.0265
C -1.0089 -1.3748 -2.7702
C 2.0368 -2.0392 -2.4887
C 2.4788 -3.5958 0.1830
C -0.3863 -3.8471 1.6225
H -2.8780 -3.1906 0.0396
H -3.0031 -1.6095 -0.7133
H -2.6465 -1.7500 1.0094
H -0.8106 -2.1037 -3.5587
H -0.6317 -0.4128 -3.1150
H -2.0875 -1.3180 -2.6549
H 2.0855 -2.9751 -3.0516
H 3.0380 -1.8571 -2.0959
H 1.7786 -1.2493 -3.1915
H 2.5943 -4.4242 -0.5209
H 2.4396 -4.0252 1.1801
H 3.3798 -2.9885 0.0986
H -0.7600 -4.7722 1.1715
H -1.1867 -3.4624 2.2493
H 0.4604 -4.1262 2.2429
C -3.7601 1.0574 -2.5945
N -3.4882 2.3328 -1.8654
C -3.5277 3.4895 -2.8312
C -2.2831 2.2764 -0.9239
C -0.9154 1.9931 -1.5013
C -0.3318 2.9142 -2.3776
C 0.9600 2.7675 -2.8652
C 1.7494 1.7204 -2.4178
C 1.1870 0.8671 -1.4756
C -0.1091 0.9497 -1.0122
H -4.7222 1.1500 -3.0920
H -3.7830 0.2441 -1.8756
H -2.9698 0.9151 -3.3248
H -4.2741 2.4884 -1.2320
H -2.7817 3.3229 -3.5987
H -3.3514 4.4126 -2.2845
H -4.5182 3.5008 -3.2787
H -2.5487 1.5198 -0.1869
H -2.3024 3.2505 -0.4299
H -0.8710 3.8071 -2.6623
H 1.3612 3.4940 -3.5591
H 2.7670 1.5943 -2.7626
H 1.9052 0.0887 -1.1067

=====

91
Properties=species:S:1:pos:R:3 method="wB97M-V/def2-TZVPD" smiles="O=S(=O)(F)NS(=O)(=O)C(F)(F)C(F)(F)C(F)(F)F.CCO.CCO.CCO.CCO.CCO.CCO.CCO.CCO" mol_weight_g_mol=699.71 charge=0 e_homo_ev=-10.09
O -4.2753 2.2443 0.3823
S -4.1661 1.0537 -0.3682
O -4.9239 0.0180 0.2259
F -4.6614 1.3312 -1.8418
N -2.5312 0.5840 -0.3224
S -1.5673 1.1037 -1.6509
O -2.0685 0.5567 -2.8781
O -0.2643 0.5360 -1.4402
C -1.4708 2.9495 -1.8528
F -2.6272 3.5795 -1.6499
F -1.1603 3.1369 -3.1355
C -0.3491 3.6940 -1.0163
F 0.8214 3.7089 -1.6387
F -0.7386 4.9900 -0.9749
C -0.1732 3.2585 0.4769
F 0.7495 2.3387 0.6381
F 0.3169 4.3722 1.1421
F -1.3069 2.9526 1.0837
H -2.5378 -0.4496 -0.3947
C -4.9983 0.5291 -6.4164
C -4.0446 -0.2334 -5.5139
O -3.6274 0.5727 -4.4154
H -4.5224 1.4358 -6.7935
H -5.3111 -0.0832 -7.2647
H -5.8882 0.8401 -5.8630
H -3.1500 -0.5219 -6.0625
H -4.5208 -1.1404 -5.1246
H -4.4157 0.8220 -3.9213
C -0.8261 2.0108 5.1070
C 0.2752 3.0303 5.3072
O 1.1510 3.0269 4.1856
H -0.4029 1.0147 4.9727
H -1.5053 1.9927 5.9615
H -1.4020 2.2390 4.2061
H 0.8666 2.7945 6.1914
H -0.1444 4.0343 5.4311
H 0.6418 3.2454 3.3996
C 0.3574 -1.5721 3.3187
C -0.4936 -2.1281 2.1994
O -1.2890 -1.0832 1.6322
H -0.2748 -1.1288 4.0908
H 0.9731 -2.3508 3.7698
H 1.0112 -0.7835 2.9462
H -1.1661 -2.9007 2.5724
H 0.1293 -2.5651 1.4130
H -0.6820 -0.4119 1.2965
C -0.7054 -1.6326 -5.4773
C 0.2489 -2.4999 -4.6780
O 1.2514 -1.7024 -4.0534
H -0.1643 -1.0710 -6.2412
H -1.4714 -2.2413 -5.9628
H -1.1960 -0.9019 -4.8299
H 0.7535 -3.2147 -5.3279
H -0.2904 -3.0574 -3.9045
H 0.8053 -1.0768 -3.4696
C 5.0053 -2.0075 4.2770
C 4.1467 -2.5629 3.1564
O 3.3453 -1.5276 2.5876
H 4.3797 -1.5635 5.0534
H 5.6194 -2.7909 4.7246
H 5.6624 -1.2176 3.9043
H 3.4774 -3.3359 3.5355
H 4.7671 -2.9994 2.3693
H 3.9430 -0.8529 2.2466
C 5.3420 4.4990 -0.2314
C 3.9139 4.9138 -0.5318
O 2.9965 4.1951 0.2878
H 5.4708 3.4283 -0.3978
H 6.0484 5.0410 -0.8627
H 5.5884 4.6932 0.8155
H 3.6647 4.6994 -1.5709
H 3.7777 5.9864 -0.3579
H 3.2095 4.3922 1.2072
C 5.1701 -3.1844 -2.0162
C 4.8566 -3.2151 -0.5326
O 6.0550 -3.1142 0.2381
H 5.8393 -4.0046 -2.2816
H 4.2585 -3.2665 -2.6108
H 5.6793 -2.2551 -2.2843
H 4.3662 -4.1514 -0.2674
H 4.1924 -2.3885 -0.2597
H 6.4791 -2.2806 0.0071
C -5.0963 -3.2563 3.2373
C -5.8820 -3.8584 2.0867
O -6.7280 -2.8821 1.4891
H -5.7738 -2.8541 3.9921
H -4.4515 -4.0034 3.7048
H -4.4753 -2.4268 2.8887
H -6.5159 -4.6711 2.4407
H -5.2050 -4.2558 1.3224
H -6.1653 -2.1680 1.1672

=====

75
Properties=species:S:1:pos:R:3 method="wB97M-V/def2-TZVPD" spin_multiplicity=6 s2=8.78 e_above_lowest_kj_mol=68.4 mol_weight_g_mol=887.45 charge=+2 e_homo_ev="-11.61 / -13.66"
Ir 3.1490 -1.3513 -0.6949
C 5.0379 -3.7257 -2.1218
P 5.2316 -2.1421 -1.2173
C 6.6009 -2.5338 -0.1807
C 5.9597 -0.8748 -2.3780
C 7.1198 -1.0695 -3.1046
C 7.5926 -0.1049 -3.9672
C 6.9001 1.0673 -4.2505
C 5.6542 1.2373 -3.6263
C 5.2153 0.3475 -2.7061
P 3.4979 0.5335 -1.9513
C 3.7661 2.1095 -1.0949
C 2.3732 0.9544 -3.2909
H 5.9974 -4.0593 -2.5905
H 4.4357 -3.6602 -3.0335
H 4.8203 -4.4957 -1.4030
H 7.4433 -2.9915 -0.7442
H 6.2840 -3.2739 0.5905
H 6.8987 -1.5633 0.2047
H 7.6772 -2.0143 -3.1108
H 8.5166 -0.2313 -4.5357
H 7.4041 1.7672 -4.9483
H 4.9827 1.9578 -4.0555
H 4.0751 2.8806 -1.8001
H 4.6170 2.0599 -0.4052
H 2.8365 2.3966 -0.5995
H 3.0087 1.2420 -4.1101
H 1.4966 1.5868 -2.9953
H 1.9522 0.0190 -3.5968
C -9.6089 0.7070 4.8357
C -8.7238 0.8658 3.6447
C -8.9295 0.1127 2.4758
C -7.9688 0.0459 1.5251
C -8.1124 -0.8227 0.3247
C -6.7513 0.8298 1.6696
Te -5.2090 0.4358 0.3809
C -6.5974 1.7126 2.7859
C -5.4138 2.5867 3.1520
C -7.5688 1.6154 3.7278
H -10.2508 1.5259 4.9339
H -9.1208 0.7350 5.7636
H -10.2530 -0.2418 4.6499
H -9.8352 -0.4740 2.4030
H -7.5227 -0.3284 -0.4491
H -9.1070 -0.8188 -0.0746
H -7.8091 -1.8275 0.4411
H -5.2801 3.3467 2.4695
H -4.5094 2.0092 3.2307
H -5.5717 3.0337 4.1093
H -7.4117 2.2116 4.5844
N -0.1515 -2.9077 -2.9937
C 0.5583 -4.0558 -2.8038
C 1.5736 -3.7452 -1.9989
N 1.5743 -2.4083 -1.7332
C 0.4725 -1.9270 -2.3021
H -1.0788 -2.7617 -3.4141
H 0.3322 -5.0561 -3.1730
H 2.3386 -4.3814 -1.6409
H 0.1043 -0.9791 -2.0723
O -1.7667 0.8700 0.0319
S -0.4337 1.4204 -0.0784
O -0.0219 2.4360 -0.9714
N 0.6587 0.1372 -0.1965
C 1.3282 -0.0156 0.9673
O 2.2846 -0.8331 1.1249
C 0.8929 0.9366 2.0346
C 1.3583 1.0301 3.2951
C 0.7808 1.9901 4.1687
C -0.1730 2.8445 3.7286
C -0.7074 2.7744 2.4154
C -0.0764 1.8360 1.5830
H 2.0833 0.2523 3.6474
H 1.1965 2.1245 5.1534
H -0.6364 3.6817 4.2894
H -1.4805 3.4089 2.0728

=====

8
Properties=species:S:1:pos:R:3 method="wB97M-V/def2-TZVPD" e_above_lowest_kj_mol=90.5 mol_weight_g_mol=45.06 charge=-1 e_homo_ev=-2.02
C -1.0157 -0.1195 0.8409
O -2.0802 0.0138 1.5469
C 0.3617 0.3429 0.8296
H 1.2351 -0.2608 -2.0226
H 0.8492 0.5188 1.8079
H 1.0186 -0.1077 -2.7039
H -1.2579 -0.6414 -0.1880
H 0.8892 0.2539 -0.1107

=====

11
Properties=species:S:1:pos:R:3 method="wB97M-V/def2-TZVPD" e_above_lowest_kj_mol=324.4 mol_weight_g_mol=91.07 charge=0 e_homo_ev=-10.14
H 2.5814 -1.6581 -0.2997
N 2.0002 -0.8230 -0.2856
N 2.6527 0.1757 0.0700
O 3.8193 0.2606 0.3599
O 1.9551 1.3292 0.1413
H 0.9674 1.1923 -0.0297
C -1.5640 0.4700 0.3615
N -0.5726 0.8021 -0.3277
H -1.7685 1.0218 1.2704
H -2.2543 -0.3413 0.1205
H -0.4263 0.2377 -1.1681